74
Properties=species:S:1:pos:R:3:lowdin_charge:R:1 method="wB97M-V/def2-TZVPD" gap_ev=7.1 lumo_ev=-1.834 relative_energy_kcal_mol=0.00 homo_energy_ev=-8.910
C -0.21047 -3.08413 2.77111 -0.074
C 1.27545 -3.22072 2.25624 -0.259
O 1.81122 -2.00689 1.73143 -0.180
C 1.38599 -1.80629 0.36398 -0.163
C 1.74459 -0.32381 0.04620 -0.107
O 1.42384 0.12355 -1.29182 -0.011
C 0.20571 -0.30208 -1.73812 -0.192
C -1.06914 -0.01768 -1.09045 -0.084
C -1.13825 0.85189 0.20979 -0.142
C -0.60631 2.29978 -0.16667 -0.218
C 0.34054 2.94628 0.88933 -0.469
S -0.59035 3.63104 2.34597 0.816
C 0.70249 4.41978 3.42069 -1.037
S 1.02174 6.00289 3.12906 0.704
N 1.28084 3.60733 4.42694 -0.224
C 1.90336 4.39024 5.51785 -0.266
C 3.37552 4.89012 5.24166 -0.116
C 2.17075 2.54567 3.88696 -0.203
C 1.30024 1.20670 3.79224 -0.088
C -2.32109 -0.52462 -1.67504 -0.270
P -4.02994 -0.25886 -0.96746 0.905
C -4.11595 -0.79708 0.82440 -0.292
C -4.60279 1.50712 -1.16587 -0.298
C -2.23633 -1.28872 -2.90861 -0.006
C -0.94602 -1.49909 -3.48195 0.043
N 0.21343 -1.03208 -2.90615 0.071
C 1.45118 -1.34382 -3.68256 -0.153
O 1.39450 -2.63621 -4.21939 -0.160
C 1.61303 -3.58491 -3.14616 -0.043
H -0.51417 -3.93255 3.43085 0.082
H -0.41895 -2.08350 3.21929 0.078
H -0.86993 -3.17021 1.86000 0.064
H 1.40811 -4.06174 1.52945 0.125
H 1.88566 -3.48063 3.16320 0.124
H 2.00464 -2.52716 -0.23919 0.127
H 0.29633 -2.04473 0.34000 0.123
H 1.33880 0.33314 0.85342 0.087
H 2.86012 -0.24206 0.13785 0.156
H -2.20454 0.98287 0.52623 0.077
H -0.61870 0.37602 1.07292 0.104
H -0.17640 2.28340 -1.20145 0.121
H -1.50467 2.97215 -0.24383 0.107
H 1.19157 2.30785 1.21598 0.043
H 0.80408 3.84656 0.39798 0.090
H 1.23820 5.23126 5.80871 0.099
H 1.94537 3.70217 6.40781 0.123
H 3.50033 5.85066 5.80899 0.081
H 3.60823 5.02436 4.16385 0.058
H 4.08885 4.16992 5.71391 0.068
H 3.01947 2.28709 4.55909 0.123
H 2.52082 2.82596 2.85788 0.115
H 0.63322 1.22224 4.68773 0.087
H 1.96925 0.30753 3.77033 0.076
H 0.64411 1.18190 2.89458 0.011
H -3.07979 -0.80516 1.25583 0.020
H -4.52597 -1.82315 0.95794 0.039
H -4.71326 -0.08034 1.43740 0.051
H -4.53387 1.79712 -2.24577 0.050
H -4.08475 2.25405 -0.51098 0.031
H -5.68102 1.52853 -0.86130 0.045
H -3.16992 -1.65715 -3.38869 0.122
H -0.90094 -2.06338 -4.45380 0.143
H 2.39819 -1.10979 -3.14834 0.151
H 1.42351 -0.65935 -4.57426 0.172
H 0.65769 -4.12887 -2.94520 0.112
H 1.85507 -3.00852 -2.22087 0.055
H 2.47780 -4.25354 -3.35316 0.108
F -0.35486 -3.03419 -6.12631 -0.228
P -1.34918 -3.46888 -7.35378 0.282
F -1.36022 -1.83780 -7.41828 -0.203
F -2.13903 -4.35279 -6.23069 -0.207
F -2.89578 -3.39558 -7.85068 -0.194
F -0.37284 -4.75816 -7.52561 -0.191
F -0.95258 -3.42330 -8.92965 -0.191

=====

66
Properties=species:S:1:pos:R:3:lowdin_charge:R:1 method="wB97M-V/def2-TZVPD" gap_ev="4.8 / 6.4" lumo_ev="-8.559 / -7.701" charge=+2 homo_energy_ev="-13.381 / -14.103"
C -4.71100 1.13918 -3.02853 -0.012
C -3.54240 0.35886 -2.64188 -0.196
H -5.29211 0.66826 -3.85312 0.130
H -4.37277 2.15495 -3.30769 0.117
H -5.34046 1.28915 -2.13110 0.117
O -2.96481 -0.65253 -2.91917 0.109
I -1.70963 3.32411 0.97455 0.411
In -1.46111 0.90991 -0.53192 0.305
P -1.76944 -0.88014 1.40001 0.749
C -0.97446 -2.50001 1.68238 -0.203
C -1.39332 0.06198 2.92131 -0.258
H -1.97570 -0.41105 3.72870 0.075
H -3.75612 -1.60552 2.57829 0.071
H -1.66227 1.12840 2.79321 -0.028
H -4.14845 -0.29956 1.38294 0.056
H 0.06748 -2.37639 2.02322 0.045
H -0.31092 0.01226 3.10683 0.042
C -3.56778 -1.21959 1.55979 -0.237
H -1.54478 -3.04409 2.45109 0.081
H -3.86149 -1.96894 0.80441 0.063
H -0.98939 -3.07851 0.74726 0.045
P 0.78313 1.46069 -1.77808 0.744
C 2.15540 0.38382 -2.29783 -0.205
C 0.34851 2.44940 -3.27527 -0.234
H 0.84090 3.30886 -0.18801 -0.036
H 2.24599 3.30906 -1.34654 0.078
H 2.16200 2.14820 0.06266 0.036
C 1.59679 2.69175 -0.70643 -0.269
H -0.47609 3.15126 -3.04865 0.058
H 1.25860 3.00524 -3.58434 0.073
H 2.76249 0.91243 -3.04822 0.081
H 1.75509 -0.53385 -2.74697 0.042
H 0.01676 1.76039 -4.07463 0.062
H 2.78721 0.12390 -1.43482 0.045
C -0.41468 -1.53744 -1.44156 -0.057
O -0.00086 -2.54590 -1.80046 0.131
C 3.96574 -2.06421 0.61721 -0.041
C 3.01471 -2.05185 1.82101 -0.378
C 3.17690 -3.31654 2.68407 -0.062
C 3.18974 -0.76151 2.63356 -0.095
C 4.18547 -0.61967 3.56789 -0.009
C 4.38007 0.56710 4.28103 0.006
C 3.49664 1.64196 4.12417 -0.004
C 2.48404 1.58362 3.18855 -0.087
C 1.52566 2.76428 2.99193 -0.421
C 0.64662 2.96385 4.21556 -0.055
C 2.25995 4.04113 2.60273 -0.050
C 2.36831 0.40400 2.34448 -0.281
O 1.50428 0.36896 1.40190 -0.057
H 5.00546 -2.10570 0.96652 0.097
H 3.82587 -1.16420 0.01175 0.057
H 3.76189 -2.93023 -0.02133 0.089
H 1.99114 -2.06302 1.41508 0.094
H 4.21263 -3.46211 3.02291 0.083
H 2.54928 -3.26171 3.58065 0.086
H 2.85761 -4.19876 2.10643 0.090
H 4.83339 -1.48148 3.77026 0.129
H 5.16276 0.64413 5.02836 0.126
H 3.64162 2.57953 4.67246 0.130
H 0.86496 2.51465 2.15734 0.034
H 1.28966 3.24664 5.05712 0.093
H -0.10600 3.73681 4.01654 0.078
H 0.13192 2.03807 4.46740 0.069
H 2.87785 3.90712 1.71670 0.076
H 1.54641 4.84214 2.38643 0.089
H 2.90794 4.33508 3.43317 0.086

=====

66
Properties=species:S:1:pos:R:3:lowdin_charge:R:1 method="wB97M-V/def2-TZVPD" gap_ev="4.4 / 7.1" lumo_ev="0.475 / -1.041" multiplicity=5 relative_energy_kcal_mol=0.00 homo_energy_ev="-3.931 / -8.169"
C 1.83665 -0.78845 -4.09287 -0.082
C 1.68105 -0.47031 -2.73922 -0.359
N 0.46966 -0.19443 -2.22808 -0.099
C -0.60997 -0.14815 -3.05078 -0.335
C -0.49021 -0.45711 -4.41357 -0.078
C 0.74751 -0.77428 -4.95372 -0.143
C 2.90897 -0.33696 -1.87740 -0.288
P 2.52833 -0.24305 -0.13183 0.605
Ir 0.44697 0.16883 -0.06959 1.118
P -2.39818 0.83293 -0.99189 0.669
C -2.03450 0.17062 -2.63887 -0.221
C 0.45499 0.84101 1.91250 -0.367
C 0.63569 -0.16843 2.84064 -0.153
C 0.29055 0.09929 4.17046 -0.096
C -0.18842 1.36792 4.52153 -0.096
C -0.28682 2.39685 3.57751 -0.089
C 0.07715 2.14357 2.24812 -0.139
O 3.79433 2.58082 -2.56689 -0.069
O 0.87723 2.91002 -2.43901 -0.065
H 2.84520 -1.00334 -4.43911 0.101
H -1.39592 -0.42712 -5.03049 0.111
H 0.84918 -1.01881 -6.02315 0.092
C 2.76988 -1.96213 0.42039 -0.251
C 3.83249 0.74422 0.64282 -0.211
H -2.46027 0.91380 -3.34287 0.105
H -2.66000 -0.74387 -2.72740 0.106
H 3.41106 0.59892 -2.11388 0.053
H 3.62041 -1.10758 -2.12181 0.093
C -4.10083 0.50703 -0.49202 -0.162
C -2.06937 2.60193 -0.98015 -0.172
H 1.00750 -1.14122 2.51522 0.073
H 0.39701 -0.69090 4.90754 0.095
H -0.47149 1.56014 5.55217 0.096
H -0.63903 3.38478 3.84542 0.095
H 0.04595 2.92610 1.49228 0.067
H 1.09625 2.43974 -1.65759 -0.065
H 1.13490 3.78383 -2.13303 0.062
H 2.82151 2.59059 -2.64645 0.004
H 4.05687 2.31361 -3.44314 0.042
H 0.43937 1.78650 -0.09509 -0.045
H 3.71336 -2.33971 0.00860 0.045
H 2.78538 -1.99179 1.51491 0.034
H 1.93081 -2.55780 0.03652 0.041
H 4.77810 0.18718 0.64982 0.056
H 3.96986 1.67034 0.07445 0.042
H 3.54181 0.97752 1.67176 0.045
H -2.93881 3.12059 -1.40348 0.060
H -1.90977 2.92797 0.05651 0.053
H -1.17235 2.81962 -1.58049 0.026
H -4.77222 1.07442 -1.15753 0.057
H -4.29710 -0.57950 -0.56965 0.065
H -4.22634 0.83584 0.55778 0.069
C -2.75757 -1.47781 2.75788 -0.089
C -1.91824 -2.62210 2.37327 -0.395
C -1.06889 -3.27962 3.37642 -0.091
C -1.95921 -3.12199 0.99252 -0.093
O -1.58742 0.02179 0.05072 -0.565
H -2.89565 -1.43699 3.84911 0.081
H -3.74979 -1.52942 2.28025 0.076
H -2.30445 -0.51599 2.45157 0.064
H -1.66718 -3.89365 4.06944 0.084
H -0.33667 -3.94179 2.89522 0.076
H -0.52704 -2.54669 3.99214 0.052
H -2.13712 -2.30687 0.27416 0.050
H -1.01026 -3.60792 0.72165 0.073
H -2.75492 -3.87254 0.84973 0.083

=====

60
Properties=species:S:1:pos:R:3:lowdin_charge:R:1 method="wB97M-V/def2-TZVPD" gap_ev=7.9 lumo_ev=-4.338 smiles=CCCCCCCCCCCCCCCC[n+]1ccccc1 charge=+1 relative_energy_kcal_mol=2.45 homo_energy_ev=-12.246
C -6.14220 -2.09530 -2.17142 -0.111
C -6.21272 -2.81391 -0.82930 -0.271
C -6.72896 -1.92726 0.30487 -0.225
C -5.85979 -0.70816 0.61752 -0.222
C -4.46085 -1.07742 1.10754 -0.220
C -3.68487 0.12048 1.65664 -0.221
C -3.30007 1.13481 0.58120 -0.219
C -2.49864 2.29663 1.16498 -0.218
C -2.18497 3.39095 0.14289 -0.211
C -1.19293 2.98926 -0.95019 -0.214
C 0.23153 2.80422 -0.42977 -0.220
C 1.20490 2.48720 -1.56396 -0.213
C 2.67263 2.51471 -1.13653 -0.210
C 3.03338 1.39850 -0.15480 -0.218
C 4.51998 1.43532 0.18911 -0.165
H 4.76331 2.40957 0.61396 0.130
H 5.11284 1.31371 -0.71998 0.121
C 4.93086 0.37017 1.21670 -0.115
N 4.78812 -0.96138 0.65769 -0.050
C 3.65989 -1.65412 0.85147 -0.003
C 3.47025 -2.88919 0.26595 0.009
C 4.46902 -3.42043 -0.53976 0.006
C 5.63312 -2.68465 -0.72968 0.008
C 5.76063 -1.45564 -0.11899 0.008
H 6.64786 -0.85188 -0.24159 0.154
H 6.43476 -3.06051 -1.34482 0.128
H 4.34545 -4.38466 -1.00669 0.129
H 2.55194 -3.42619 0.44129 0.129
H 2.90992 -1.21067 1.48930 0.152
H 4.30232 0.45368 2.10477 0.139
H 5.97226 0.52079 1.50725 0.138
H 2.76967 0.43752 -0.60669 0.112
H 2.44814 1.52060 0.75764 0.115
H 3.30032 2.41849 -2.02541 0.116
H 2.89329 3.48028 -0.67822 0.120
H 1.07058 3.22842 -2.35382 0.116
H 0.96525 1.50975 -1.98976 0.117
H 0.54875 3.72231 0.07006 0.123
H 0.24468 1.99861 0.30588 0.097
H -1.18490 3.77391 -1.71000 0.115
H -1.52587 2.07072 -1.43573 0.107
H -3.11978 3.69597 -0.33173 0.112
H -1.78682 4.26158 0.66965 0.110
H -3.08114 2.74417 1.97348 0.115
H -1.57368 1.91908 1.60662 0.101
H -4.20179 1.53203 0.11387 0.113
H -2.71800 0.62838 -0.19198 0.109
H -4.28565 0.61738 2.42150 0.114
H -2.77318 -0.24139 2.14168 0.109
H -3.89016 -1.52811 0.29276 0.105
H -4.55505 -1.82436 1.90008 0.114
H -6.35891 -0.12525 1.39556 0.116
H -5.79041 -0.07771 -0.26898 0.097
H -7.73045 -1.57742 0.04318 0.110
H -6.81912 -2.53577 1.20837 0.108
H -5.22698 -3.20660 -0.57179 0.095
H -6.88635 -3.66890 -0.92386 0.104
H -5.87174 -2.79403 -2.96003 0.068
H -7.10687 -1.65808 -2.41894 0.076
H -5.39947 -1.30141 -2.15382 0.061